(1)
ORCA calculation (ωB97M-V/def2-TZVPD) on C54H45BrN7PPd as an isolated structure at a distorted geometry.

XYZ file:
```
109
Properties=species:S:1:pos:R:3:mulliken_charge:R:1
Pd -0.12063 -1.27690 0.33491 0.36
C -0.28553 3.76801 1.11181 -0.75
N -0.04075 2.48754 1.77942 0.27
C 0.52396 1.39400 1.17330 0.19
N 0.18525 0.28066 1.77901 -0.14
C -0.65289 0.59615 2.80555 0.18
C -0.85499 1.96017 2.77581 0.47
C -1.70661 2.85929 3.56415 -0.89
C -3.09424 2.70255 3.66933 0.15
C -3.85577 3.64208 4.38591 -0.85
C -3.25771 4.69714 5.04684 -0.35
C -1.86457 4.86079 5.00446 -0.87
C -1.13459 3.97170 4.25981 -0.09
C -1.15134 -0.45492 3.71532 0.71
C -1.34129 -1.74643 3.30709 0.39
C -1.88833 -2.72431 4.16514 -1.17
C -2.19197 -2.41598 5.47806 -0.45
C -1.91604 -1.11655 5.92097 -0.74
C -1.48270 -0.12795 5.04822 -0.63
P 1.88185 1.52778 -0.10679 -0.82
C 0.96610 1.35339 -1.64812 0.05
N 0.58732 0.23083 -2.19555 -0.25
C -0.34008 0.48482 -3.12736 0.78
C -0.52470 1.85223 -3.22892 0.24
N 0.37208 2.41850 -2.30129 0.50
C 0.68559 3.79927 -2.15106 -1.12
C -1.30700 2.73758 -4.08144 -0.13
C -1.16895 2.56812 -5.47254 -0.44
C -1.79190 3.44712 -6.38010 -0.75
C -2.59228 4.47387 -5.87603 -0.47
C -2.78286 4.59874 -4.50040 -0.79
C -2.13881 3.76106 -3.62837 0.06
C -0.96862 -0.55402 -3.90762 0.30
C -0.24206 -1.61730 -4.41561 -0.43
C -0.86934 -2.71527 -5.02677 -0.66
C -2.27113 -2.80846 -5.01442 -0.32
C -3.00172 -1.72455 -4.57350 -0.76
C -2.36454 -0.59497 -4.02375 -0.28
C 2.62889 -0.11920 0.06880 -0.40
N 2.05721 -1.29131 0.24145 1.18
C 3.05025 -2.24617 0.27548 -0.85
C 4.26401 -1.61745 0.09560 0.25
N 3.98116 -0.30033 -0.04156 0.57
C 4.96712 0.76080 -0.22149 -0.94
C 5.57982 -2.19056 0.19645 -0.47
C 5.91693 -2.79929 1.40168 -0.23
C 7.19239 -3.35380 1.54328 -0.99
C 8.12396 -3.23911 0.52371 -0.38
C 7.74152 -2.69379 -0.69709 -0.66
C 6.45811 -2.20838 -0.85245 -0.02
C 2.84288 -3.64971 0.60891 0.44
C 2.15691 -4.03565 1.77180 -0.18
C 1.91720 -5.39310 2.03607 -0.72
C 2.31968 -6.36103 1.12495 -0.48
C 3.07264 -5.97538 0.01378 -0.54
C 3.31482 -4.67498 -0.25046 -0.47
H -0.78239 3.62129 0.17187 -0.03
H 0.69975 4.14368 0.90708 0.33
H -0.81845 4.43828 1.80271 0.52
H -3.62522 1.95926 3.07772 0.53
H -4.91597 3.51097 4.40220 0.45
H -3.86130 5.41283 5.59326 0.37
H -1.43333 5.74073 5.46921 0.39
H -0.05754 4.02760 4.22777 0.47
H -1.00029 -2.03423 2.30570 0.37
H -1.98686 -3.77357 3.85380 0.43
H -2.63989 -3.11846 6.16880 0.41
H -2.25069 -0.83380 6.91436 0.36
H -1.33762 0.89338 5.39095 0.45
H 1.03875 4.23697 -3.04804 0.40
H 1.47633 3.88024 -1.40434 0.36
H -0.19088 4.44284 -1.84999 0.29
H -0.58130 1.74598 -5.81764 0.49
H -1.65890 3.30564 -7.49597 0.31
H -3.08156 5.14265 -6.50680 0.47
H -3.53253 5.30949 -4.16997 0.40
H -2.27231 3.90831 -2.53341 0.22
H 0.79278 -1.64854 -4.30904 0.45
H -0.26478 -3.53765 -5.41949 0.35
H -2.81351 -3.68461 -5.36505 0.38
H -4.10750 -1.83931 -4.50451 0.29
H -2.95678 0.21261 -3.57760 0.36
H 5.61355 0.94577 0.61007 0.35
H 4.42437 1.70506 -0.31912 0.28
H 5.60373 0.56657 -1.05414 0.43
H 5.18329 -2.96764 2.16390 0.53
H 7.50641 -3.87733 2.39467 0.46
H 9.12073 -3.61684 0.62038 0.43
H 8.42712 -2.62803 -1.59000 0.29
H 6.15624 -1.87423 -1.81357 0.59
H 1.82165 -3.29742 2.52092 0.38
H 1.35511 -5.64121 2.91751 0.43
H 2.14144 -7.40311 1.36568 0.41
H 3.45367 -6.76194 -0.67573 0.32
H 3.95060 -4.44311 -1.12254 0.38
C -5.86520 1.04079 -0.36533 -1.50
C -4.53169 0.40684 -0.05246 0.83
C -4.39012 -0.98231 0.18512 -0.73
C -3.14374 -1.48789 0.36733 -1.01
C -1.99777 -0.66626 0.22031 0.44
Br -0.43769 -3.21167 -1.27284 -0.58
N -2.13957 0.65533 0.01343 0.74
C -3.37740 1.14937 -0.07009 -0.79
H -5.98406 0.89189 -1.45432 0.27
H -5.90663 2.15451 -0.14119 0.34
H -6.71260 0.57104 0.12890 0.40
H -5.27540 -1.59003 0.32816 0.40
H -3.00510 -2.56916 0.46407 0.48
H -3.41266 2.26113 -0.15714 0.03
```

Calculated values
Net charge: 0
Lowest unoccupied orbital energy in eV: 0.3875
HOMO-LUMO gap in hartree: 0.28607
HOMO in eV: -7.397

---

(2)
ORCA calculation (ωB97M-V/def2-TZVPD) on C32H34BrKN9O3S2Se as an isolated structure.

XYZ file:
```
83
Properties=species:S:1:pos:R:3:mulliken_charge:R:1
K 0.98792 0.73237 -0.25358 0.61
N -0.33712 1.11852 3.39725 -0.21
C -0.81557 2.10222 2.57764 0.28
N -0.91762 2.00249 1.28810 0.39
C -1.51910 3.12483 0.75185 -0.45
C -1.85510 4.09324 1.63802 -0.38
S -1.43831 3.59226 3.23436 -0.34
C -1.70913 3.20400 -0.70355 -0.16
C -2.60736 4.00461 -1.32788 -0.47
S -2.45044 3.83824 -3.04286 -0.33
C -1.20587 2.61899 -2.78513 0.60
N -0.94790 2.39167 -1.52119 0.04
N -0.62258 1.98747 -3.79774 -0.11
H 0.22458 0.42541 2.90299 -0.06
H 0.11372 1.44774 4.23809 0.30
H -2.27006 5.06644 1.44350 0.49
H -3.34090 4.65900 -0.89054 0.42
H -0.93530 2.15170 -4.73725 0.18
H 0.05372 1.17230 -3.61490 -0.29
O -2.56081 -4.05134 4.02690 -0.58
C -2.12467 -3.13272 3.12010 0.93
C -0.81099 -3.08869 2.67191 -0.95
C -0.47039 -2.11325 1.75555 -1.00
N -1.33062 -1.20533 1.28862 0.35
C -2.55786 -1.27766 1.73573 0.04
Br -3.78592 0.01706 1.05736 -0.18
C -3.03832 -2.20681 2.64323 -0.74
H -1.81441 -4.60047 4.28910 0.30
H -0.04937 -3.76575 3.03837 0.39
H 0.55144 -2.04041 1.41761 0.89
H -4.06469 -2.20851 2.97650 0.48
C -1.96006 -1.71445 -3.44208 -0.91
C -2.18231 -1.57528 -1.93152 0.32
N -2.16279 -2.88871 -1.28026 -0.03
C -3.08633 -3.78554 -1.95208 -0.64
C -2.65439 -4.04864 -3.42390 -0.64
N -1.51666 -3.13226 -3.69061 0.05
C -0.34485 -3.52276 -2.82707 -0.49
C -0.80507 -3.42446 -1.36399 0.25
H -1.10994 -1.07199 -3.74729 0.34
H -2.85552 -1.56430 -4.04941 0.15
H -3.12305 -1.07105 -1.71052 0.58
H -1.34606 -0.97166 -1.56733 -0.42
H -4.08042 -3.33741 -1.92650 0.38
H -3.12963 -4.73010 -1.40733 0.43
H -3.44608 -3.82604 -4.13945 0.36
H -2.30370 -5.06908 -3.58102 0.34
H -1.20558 -3.18815 -4.65908 0.30
H 0.44401 -2.77593 -3.04319 -0.20
H -0.06182 -4.53123 -3.13415 0.29
H -0.13145 -2.74026 -0.84942 -0.29
H -0.77804 -4.39305 -0.86002 0.58
O 2.36854 -2.57455 2.73540 -0.76
C 2.69169 -1.39697 2.71449 -0.28
N 3.81244 -0.90902 3.36685 -0.07
C 3.84831 0.52755 3.34962 2.37
C 2.68292 0.77179 2.33786 0.19
O 2.40639 1.89088 1.91038 -0.73
N 2.03923 -0.36653 2.06844 -0.11
C 3.42376 1.15751 4.68498 -0.19
C 3.24103 0.38040 5.82255 -0.25
C 2.84279 0.95600 7.02303 -0.83
C 2.60900 2.31894 7.09957 -0.46
C 2.77658 3.10130 5.96395 -1.03
C 3.18285 2.52841 4.76945 0.20
C 5.19877 1.08593 2.91005 -0.41
C 6.36258 0.39061 3.22312 -0.17
C 7.60855 0.89354 2.88102 -0.87
C 7.71048 2.10424 2.21243 -0.38
C 6.55548 2.79957 1.88905 -1.05
C 5.30856 2.29932 2.23687 0.07
H 4.31327 -1.50267 4.00146 0.33
H 3.38427 -0.69043 5.77678 0.31
H 2.70617 0.32998 7.89616 0.39
H 2.29124 2.76815 8.03203 0.39
H 2.58382 4.16611 6.00501 0.40
H 3.28551 3.13994 3.88470 0.28
H 6.30463 -0.56392 3.72984 0.30
H 8.50024 0.33230 3.13147 0.37
H 8.68120 2.49622 1.93644 0.38
H 6.62000 3.73634 1.34994 0.39
H 4.41099 2.82957 1.95393 0.38
Se 1.26252 -0.57559 -3.31823 -1.32
```

Calculated values
Net charge: -1
Lowest unoccupied orbital energy in eV: 2.0922
HOMO-LUMO gap in hartree: 0.16365
HOMO in eV: -2.361

---

(3)
ORCA calculation (ωB97M-V/def2-TZVPD) on C31H26F3N9O9PSW as an isolated structure at a distorted geometry.

XYZ file:
```
81
Properties=species:S:1:pos:R:3:mulliken_charge:R:1
W -0.52845 -1.54131 -0.02540 0.87
O -3.82539 0.84169 1.19424 -0.63
C -3.02745 0.18957 0.56914 -0.22
N -2.25616 -0.87108 1.00088 0.36
C -2.55365 -1.41061 2.25746 -0.27
O -3.26190 -0.94757 3.10714 -0.60
C -1.91955 -2.75579 2.41356 0.90
C -2.27721 -3.59051 3.45189 -0.88
C -1.74391 -4.86615 3.48683 -0.41
C -0.87623 -5.25138 2.47446 -1.17
C -0.55527 -4.35113 1.47935 -0.06
N -1.06521 -3.11302 1.44962 0.29
C -2.75061 0.48808 -0.86250 0.39
C -3.59993 1.29298 -1.59337 -0.67
C -3.27114 1.58446 -2.90393 -0.83
C -2.07734 1.08674 -3.40340 -1.01
C -1.28203 0.29373 -2.59809 -0.19
N -1.61949 -0.03330 -1.34339 0.98
H -2.97447 -3.22024 4.18983 0.60
H -2.00717 -5.55408 4.27867 0.47
H -0.44660 -6.24229 2.44913 0.48
H 0.11628 -4.61272 0.67746 0.59
H -4.49014 1.66748 -1.10781 0.62
H -3.92109 2.19137 -3.51958 0.48
H -1.75567 1.29824 -4.41343 0.61
H -0.34138 -0.07231 -2.96841 0.25
O 2.76555 -0.06449 -2.03193 -0.70
C 1.74851 -0.66781 -1.80009 0.56
O 0.95621 -0.34734 -0.75901 0.37
C 1.11987 -1.71722 -2.64266 -0.91
C 1.22929 -1.75660 -3.99062 -0.09
C 0.23293 -2.42275 -4.76960 -1.01
C -0.93113 -2.88554 -4.22278 -0.50
C -1.06485 -2.81491 -2.83135 -0.19
C 0.04280 -2.44506 -1.98134 1.89
O 0.28023 -3.19835 -0.91921 -0.66
N -2.22690 -3.00711 -2.15167 0.88
O -2.23447 -2.55526 -0.91622 -0.52
O -3.22855 -3.52251 -2.58780 -0.71
N 0.38467 -2.44877 -6.22192 1.03
O -0.50113 -2.96095 -6.87635 -0.63
O 1.37955 -1.92443 -6.68598 -0.62
H 2.00427 -1.19372 -4.49489 0.60
H -1.72999 -3.26272 -4.84685 0.64
F 4.13549 0.05531 4.29914 -0.31
C 2.94852 0.11817 3.68946 0.59
F 2.88237 1.34470 3.09494 -0.20
F 1.99829 0.10101 4.62928 -0.24
C 2.77774 -0.98355 2.68440 -0.27
C 3.79618 -1.87331 2.41424 -0.32
C 3.61042 -2.84583 1.43648 -1.34
C 2.40877 -2.90211 0.76957 -0.21
N 1.39844 -2.07071 1.06504 0.13
C 1.57419 -1.10812 1.98233 0.74
S 0.16608 -0.13617 2.03485 -0.26
H 4.73427 -1.79996 2.94714 0.56
H 4.39567 -3.54298 1.18622 0.45
H 2.22571 -3.62187 -0.01334 0.57
C 1.48503 5.08136 -0.26820 -0.78
N 2.02784 4.00033 0.67784 0.12
C 1.63049 4.38258 2.10995 -0.78
N 0.23141 4.57193 2.22088 0.18
C -0.22224 5.59330 1.28150 -0.88
N 0.08107 5.25176 -0.10513 0.19
C -0.67976 4.07433 -0.56294 -1.38
P -0.32929 2.51900 0.40009 1.45
C 1.52002 2.63473 0.31220 -1.06
C -0.50929 3.31512 2.07619 -1.32
H 1.73766 4.77232 -1.28183 0.37
H 2.01719 5.99797 -0.01116 0.36
H 3.04662 4.00311 0.61878 0.38
H 2.16648 5.30711 2.32937 0.36
H 1.97862 3.57909 2.75776 0.38
H 0.26920 6.53731 1.52502 0.32
H -1.29741 5.72365 1.38905 0.39
H -0.46274 3.90785 -1.62122 0.45
H -1.74646 4.29522 -0.49194 0.43
H 1.86864 2.38660 -0.69194 0.47
H 1.95723 1.91640 1.00427 0.08
H -0.16884 2.61251 2.83879 0.50
H -1.56926 3.49651 2.26285 0.49
```

Calculated values
Net charge: +1
Lowest unoccupied orbital energy (alpha / beta) in eV: -3.4293 / -3.4284
HOMO-LUMO gap (alpha / beta) in hartree: 0.25028 / 0.25032
HOMO (alpha / beta) in eV: -10.240 / -10.240

---

(4)
ORCA calculation (ωB97M-V/def2-TZVPD) on a 10-piece molecular cluster, C9H36F2N19O13S2 overall at a distorted geometry.

XYZ file:
```
81
Properties=species:S:1:pos:R:3:mulliken_spin:R:1
N -0.46334 -0.81994 -1.09906 0.00
S 0.65932 -1.48375 -0.22313 0.00
O 0.30808 -1.46866 1.21859 0.00
O 2.08252 -1.45682 -0.63409 0.00
F 0.19697 -3.00670 -0.50032 0.00
S 0.36443 0.63552 -1.33327 0.00
O 1.40337 0.64042 -2.38506 0.00
O 0.60910 1.37203 -0.10911 0.00
F -0.80594 1.53524 -2.07708 0.00
C 4.95954 -3.63543 -2.49296 0.00
O 5.84636 -4.46618 -2.28842 0.00
N 5.21663 -2.39729 -2.75625 0.00
N 3.71170 -3.81500 -2.15287 0.00
H 6.17367 -2.07882 -2.80887 0.00
H 4.48779 -1.72572 -2.56162 0.00
H 3.53247 -4.78151 -1.92086 0.00
H 2.96380 -3.14434 -2.25758 0.00
C 1.83258 -2.24812 -4.56011 0.00
O 0.72276 -2.68485 -4.28781 0.00
N 2.66978 -2.84603 -5.26716 0.00
N 2.40223 -1.14493 -4.09133 0.00
H 2.45719 -3.61109 -5.89132 0.00
H 3.49446 -2.33113 -5.54079 0.00
H 3.21547 -0.74872 -4.54049 0.00
H 1.80801 -0.59666 -3.48601 0.00
C -3.87920 2.36050 -3.55134 0.00
O -4.38383 2.85575 -2.56272 0.00
N -3.60816 2.92976 -4.67006 0.00
N -3.50524 1.13797 -3.49768 0.00
H -3.26852 2.36705 -5.43694 0.00
H -3.90696 3.89030 -4.76063 0.00
H -3.51575 0.70986 -2.58296 0.00
H -3.14112 0.54951 -4.23336 0.00
C -2.97652 4.30364 0.45360 0.00
O -2.65677 5.46408 0.64033 0.00
N -2.32788 3.43798 -0.30417 0.01
N -4.04871 3.67150 0.95277 0.00
H -2.66891 2.55224 -0.64954 0.00
H -1.66467 4.00200 -0.81613 0.00
H -4.22322 2.73522 0.61657 0.00
H -4.70230 4.10093 1.59191 0.00
C 3.10819 -0.24779 2.80042 0.00
O 2.65770 0.67305 2.24063 0.00
N 3.91491 -1.07615 2.21390 0.00
N 2.73434 -0.63068 3.97712 0.00
H 3.97815 -2.01568 2.57911 0.00
H 4.13694 -0.84972 1.25497 0.00
H 1.98041 -0.08212 4.36543 0.00
H 3.13799 -1.39728 4.49624 0.00
C -1.74477 0.98124 2.87303 0.00
O -2.76964 1.04805 3.52866 0.00
N -1.60160 1.30125 1.67574 0.00
N -0.54923 0.43839 3.23415 0.00
H -2.39837 1.50506 1.08946 0.00
H -0.72456 1.26192 1.17639 0.00
H 0.06437 0.14709 2.48667 0.00
H -0.39992 -0.03841 4.11193 0.00
C -3.76206 -0.78198 -0.12391 0.00
O -3.59582 0.29043 -0.62660 0.00
N -2.80915 -1.51689 0.21645 0.00
N -4.90379 -1.21693 0.24528 0.00
H -1.86289 -1.31185 -0.07104 0.00
H -3.02254 -2.23165 0.89739 0.00
H -5.70439 -0.68000 -0.05610 0.00
H -4.84074 -1.91914 0.96848 0.00
C 1.67001 4.59880 0.98889 -0.03
O 2.20855 4.63408 -0.15372 0.84
N 1.97392 5.47655 1.84232 0.00
N 0.77137 3.75518 1.43310 0.19
H 2.84444 5.90926 1.56834 0.00
H 1.62048 5.49095 2.78835 0.01
H 0.46691 3.01470 0.81738 -0.02
H 0.15493 4.23701 2.07181 -0.01
C -0.17205 -3.83969 5.00867 0.00
O -0.00252 -4.15745 6.16358 0.00
N -0.41098 -4.67557 4.04959 0.00
N -0.10639 -2.61970 4.57998 0.00
H -0.86142 -4.24720 3.25354 0.00
H -0.29392 -5.67875 4.04327 0.00
H 0.00961 -1.87155 5.24850 0.00
H -0.26768 -2.43665 3.59990 0.00
```

Calculated values
Net charge: 0
<S²>: 0.758
Lowest unoccupied orbital energy (alpha / beta) in eV: -0.6313 / -6.2900
Multiplicity: 2
HOMO-LUMO gap (alpha / beta) in hartree: 0.31780 / 0.10985
HOMO (alpha / beta) in eV: -9.279 / -9.279